ORCA calculation (wB97M-V/def2-TZVPD) on a structure of composition C35H69Cl5I3N7O12P5.

## Properties
**Net charge**: +1
**F_max**: 2.434 eV/Å
**Molecular weight**: 1492.82 Da
**E**: -205759.96886 eV
**HOMO**: -9.9 eV
**Spin multiplicity**: 1
**Gap between HOMO and LUMO**: 6.08 eV
**Lowest unoccupied orbital energy**: -0.1420 hartree

Cartesian coordinates (Å):
C1 0.2972 -4.7734 2.7154
C2 -0.0671 -3.5331 2.3414
C3 0.0012 -2.9036 0.9786
P1 1.1852 -4.2718 0.1862
O1 1.6368 -3.8427 -1.3096
Cl1 3.0685 -4.4243 1.1211
C4 0.3167 -1.2516 1.0121
C5 0.6510 -0.7357 -0.4387
Cl2 -0.4967 0.1212 -1.4535
C6 1.8246 -0.7060 -1.0899
C7 2.0306 -0.1482 -2.4496
Cl3 3.3482 -1.2146 -0.4865
C8 1.5136 -0.8336 1.9379
I1 2.4289 -1.9570 3.5349
C9 2.1321 0.3386 1.7625
C10 1.9342 1.4136 0.7384
I2 3.7449 1.0399 2.9426
C11 -0.9926 -0.4574 1.6732
C12 -0.9293 1.0355 1.3258
C13 -1.7169 2.1373 2.0453
C14 -0.9202 3.4290 1.8735
P2 -0.5185 -0.4337 3.6125
N1 -1.8649 -0.0929 4.5576
O2 0.2622 1.0115 3.7805
N2 -2.4162 -0.9859 1.3618
Cl4 -2.8562 -0.3308 -0.3074
P3 -3.8991 -0.1955 2.1202
C15 -5.0341 0.7720 1.0807
C16 -4.4879 -0.0759 3.8207
C17 -2.6763 -2.5273 1.0968
C18 -3.9517 -2.7206 0.3013
O3 -4.3763 -4.0262 0.6414
C19 -5.6389 -4.3296 0.1016
P4 -3.2769 -3.5303 2.7362
O4 -2.5704 -2.7205 3.9567
Cl5 -5.2560 -3.0368 3.1770
C20 -1.4670 -3.3107 0.3835
I3 -1.4519 -3.1375 -1.8512
P5 -1.8425 -5.2191 0.2600
O5 -0.8261 -6.1283 -0.2913
O6 -2.3602 -5.8775 1.6213
O7 -3.0391 -5.4197 -0.8239
H1 0.7815 -4.9033 3.6687
H2 0.1456 -5.6720 2.1460
H3 -0.3021 -2.9106 3.1838
H4 2.5155 -4.2192 -1.4533
H5 1.4150 -0.6473 -3.1836
H6 3.0534 -0.2649 -2.7707
H7 1.8242 0.9123 -2.4396
H8 1.0316 1.4487 0.1572
H9 2.7562 1.3761 0.0345
H10 2.0314 2.3813 1.2096
H11 0.0738 1.3187 1.5945
H12 -0.9819 1.2885 0.2764
H13 -2.6784 2.3560 1.6047
H14 -1.8811 1.9946 3.1011
H15 -1.4833 4.2906 2.1978
H16 0.0616 3.3625 2.3206
H17 -0.7770 3.5654 0.8084
H18 -2.0522 0.8751 4.7856
H19 -1.8762 -0.6303 5.4093
H20 0.4946 1.0230 4.7176
H21 -5.7992 1.1302 1.7580
H22 -5.5555 0.1845 0.3430
H23 -4.6007 1.6585 0.6474
H24 -5.5654 0.0063 3.7587
H25 -4.1459 0.8037 4.3443
H26 -4.2936 -0.9051 4.4694
H27 -3.8630 -2.6912 -0.7788
H28 -4.7593 -2.0648 0.6087
H29 -5.5407 -4.6193 -0.9385
H30 -6.3529 -3.5246 0.2389
H31 -6.0150 -5.1880 0.6383
H32 -1.9895 -3.3279 4.4298
H33 -2.8547 -6.6731 1.3940
H34 -3.2772 -6.3521 -0.7687
C21 2.5306 -10.5976 0.5205
C22 2.3342 -9.2778 1.2308
O8 2.5258 -9.1526 2.4301
N3 1.9304 -8.2204 0.4817
C23 1.6508 -8.1603 -0.9378
H35 2.8502 -11.3381 1.2459
H36 1.5983 -10.9312 0.0638
H37 3.2947 -10.5088 -0.2521
H38 1.8206 -7.3706 1.0135
H39 2.3143 -7.4261 -1.4020
H40 0.6188 -7.8442 -1.0814
H41 1.8015 -9.1215 -1.4169
C24 -0.2378 3.6891 -2.5594
C25 -0.3284 5.0701 -1.9494
O9 -0.1294 5.2640 -0.7553
N4 -0.6437 6.0921 -2.7747
C26 -0.9147 6.0561 -4.2098
H42 0.0250 2.9762 -1.7833
H43 -1.1961 3.4029 -2.9970
H44 0.5297 3.6538 -3.3310
H45 -0.6882 6.9846 -2.3089
H46 -0.1978 6.6901 -4.7311
H47 -1.9081 6.4327 -4.4073
H48 -0.8333 5.0445 -4.5930
C27 7.7900 -0.2555 1.7806
C28 7.9405 0.0728 3.2487
O10 7.3672 1.0223 3.7598
N5 8.7425 -0.7324 3.9899
C29 9.4971 -1.8956 3.5569
H49 7.1232 0.4719 1.3289
H50 8.7550 -0.2104 1.2751
H51 7.3643 -1.2513 1.6509
H52 8.8008 -0.4606 4.9583
H53 9.1758 -2.7766 4.1141
H54 10.5607 -1.7392 3.7406
H55 9.3503 -2.0803 2.4993
C30 2.9010 4.7629 -3.5435
C31 2.7737 4.1758 -2.1583
O11 2.2510 3.0822 -1.9650
N6 3.2534 4.8997 -1.1250
C32 3.8948 6.2034 -1.1591
H56 2.4719 4.0688 -4.2588
H57 2.3667 5.7112 -3.6088
H58 3.9485 4.9252 -3.7973
H59 3.1337 4.4546 -0.2284
H60 4.9001 6.1325 -0.7433
H61 3.3206 6.9124 -0.5621
H62 3.9624 6.5756 -2.1743
C33 -4.8375 6.4129 -6.2469
C34 -4.0418 7.6822 -6.0459
O12 -2.8269 7.6677 -5.9006
N7 -4.7249 8.8516 -6.0326
C35 -6.1541 9.0619 -6.1886
H63 -4.1561 5.5685 -6.2350
H64 -5.5691 6.2872 -5.4481
H65 -5.3553 6.4315 -7.2057
H66 -4.1377 9.6592 -5.8964
H67 -6.3438 9.6972 -7.0543
H68 -6.5564 9.5548 -5.3028
H69 -6.6714 8.1200 -6.3283

Atoms 1-3, force components in eV/Å:
-0.524 -0.172 -0.387
0.674 -0.037 0.872
-1.142 0.100 -0.412

These are the Löwdin partial charges, in e, on atoms 1 to 4: atom 1 (C): -0.067, atom 2 (C): -0.390, atom 3 (C): -0.435, atom 4 (P): 0.688